(1)
{
  "formula": "C12H17N3O4",
  "method": "ωB97M-V/def2-TZVPD",
  "elements": ["O", "O", "N", "O", "O", "C", "C", "C", "C", "C", "N", "N", "C", "C", "C", "C", "C", "C", "C", "H", "H", "H", "H", "H", "H", "H", "H", "H", "H", "H", "H", "H", "H", "H", "H", "H"],
  "positions_angstrom": [[0.9367, 0.6652, 2.1761], [-1.1558, -2.8756, 0.6689], [1.1607, 1.5051, -2.8268], [0.7950, 2.4092, -1.8418], [-4.2031, 0.7979, -0.4264], [0.2154, 1.3122, 1.3883], [-0.6624, -1.8691, 1.1442], [2.1464, 0.8336, -2.1955], [2.2443, 1.2385, -0.8111], [1.2966, 2.1653, -0.5968], [0.6484, -1.9774, 1.4776], [-0.9608, 0.6842, 0.8676], [3.0331, -0.2848, -2.7892], [0.8156, 2.5519, 0.7095], [1.5267, -3.0340, 0.8293], [-1.7829, 1.1715, -0.1950], [-2.9644, -0.4300, 1.1691], [-2.9754, 0.1855, -0.1901], [-1.4353, -0.5662, 1.4322], [-4.8823, 0.0637, -0.5256], [2.7724, 0.6779, -0.1176], [0.9767, -1.0786, 1.8800], [2.8815, -0.1528, -3.8765], [2.7603, -1.3031, -2.5609], [4.0812, -0.1948, -2.4924], [1.6835, 2.9141, 1.2938], [0.2863, 3.4766, 0.8038], [2.0890, -3.6575, 1.5775], [1.0095, -3.8430, 0.2911], [2.2411, -2.5052, 0.2253], [-1.3085, 1.2225, -1.1757], [-2.1841, 2.2444, 0.0408], [-3.4941, -1.4583, 1.2893], [-3.4968, 0.1815, 1.7981], [-2.8340, -0.5609, -0.9286], [-1.2605, -0.5097, 2.4874]],
  "forces_ev_per_a": [[-1.3, 1.6, -0.5], [-1.9, 0.2, -0.5], [3.2, -0.6, 2.2], [-3.0, 1.5, 0.8], [-2.0, -0.4, -0.6], [-0.2, -3.0, -0.7], [0.5, -2.0, -1.4], [-0.2, -0.6, 0.4], [-0.4, -0.7, -1.8], [1.5, -1.6, -3.3], [0.4, 1.0, 0.0], [3.5, 1.5, 1.0], [-1.1, 1.5, -1.1], [-0.1, 1.5, 1.7], [-0.2, -0.1, 1.9], [-2.0, 2.2, -0.1], [1.5, -4.6, -1.0], [-0.1, 0.1, 0.2], [-0.5, 0.3, 1.6], [1.2, 1.5, 0.1], [1.1, -0.6, 1.3], [0.7, -1.1, -0.4], [0.6, -0.3, 0.3], [-0.6, -0.2, 0.4], [-0.2, 0.4, -0.2], [-0.1, -1.1, 0.0], [-1.4, 0.3, -0.6], [-0.4, 1.1, -0.2], [-0.4, 1.1, -0.1], [0.3, 0.0, -0.5], [0.2, -0.1, 0.1], [0.6, -1.8, -0.4], [1.0, 1.5, -0.7], [-0.6, 1.8, 2.0], [0.6, -0.9, -0.9], [0.0, 0.3, 1.0]],
  "homo_lumo_gap_ev": 9.70,
  "smiles": "CNC(=O)[C@@H]1C[C@@H](O)CN1C(=O)Cc1cc(C)no1",
  "homo_energy_ev": -9.2,
  "spin_multiplicity": 1
}

=====

(2)
{
  "formula": "CH27MnO16",
  "method": "ωB97M-V/def2-TZVPD",
  "elements": ["Mn", "C", "O", "O", "O", "H", "O", "H", "H", "O", "H", "H", "O", "H", "H", "O", "H", "H", "O", "H", "H", "O", "H", "H", "O", "H", "H", "O", "H", "H", "O", "H", "H", "O", "H", "H", "O", "H", "H", "O", "H", "H", "O", "H", "H"],
  "positions_angstrom": [[8.4610, -3.3660, -4.4400], [9.0230, -5.2350, -2.7940], [8.1410, -5.3710, -3.6640], [9.1610, -5.9780, -1.7110], [9.8860, -4.3820, -2.9710], [8.3520, -6.4700, -1.5130], [5.5420, -6.0690, -3.4920], [6.2910, -5.6750, -3.0950], [5.0890, -5.3560, -3.9030], [10.0780, -1.9330, -4.0920], [10.7000, -1.2620, -4.4270], [10.1190, -1.8980, -3.1280], [11.0120, -7.8120, -0.9640], [10.5430, -7.0270, -1.1390], [10.6340, -8.3990, -1.6330], [9.9040, -7.1570, -5.6890], [9.2080, -7.4430, -5.0570], [10.7320, -7.3300, -5.2450], [9.3860, -3.5570, 0.0830], [9.3550, -2.7270, -0.3750], [8.5010, -3.8520, -0.2220], [6.5670, -3.9950, -5.4590], [5.9780, -3.3810, -5.8490], [6.6250, -4.7330, -6.0780], [11.8540, -6.3270, -3.7650], [11.2810, -5.5990, -3.9890], [12.5550, -6.0550, -3.1660], [9.8510, -6.0430, 1.2830], [8.8860, -5.9880, 1.3080], [10.0630, -6.5590, 2.0940], [7.8730, -8.1140, -4.1540], [7.3110, -8.6850, -3.5790], [7.5460, -7.1880, -4.1000], [11.7780, -4.8670, -0.9570], [12.6590, -5.1280, -1.3440], [11.1760, -4.8470, -1.7630], [12.8280, -2.9240, -3.2130], [13.5650, -2.7950, -3.8450], [12.1460, -3.2370, -3.8080], [9.5590, -4.3300, -6.0460], [9.7160, -5.2700, -6.1730], [10.4340, -4.0010, -6.1600], [7.2740, -7.5320, -0.7390], [7.8520, -7.9140, -0.1020], [7.0920, -8.2900, -1.2770]],
  "forces_ev_per_a": [[0.9, -1.7, -0.4], [0.9, -1.6, 1.4], [-2.3, 0.0, -0.4], [-0.5, 1.0, -1.0], [1.5, 2.9, -0.6], [-0.7, -1.0, 0.3], [-0.9, -1.6, -0.1], [1.3, 0.6, 0.6], [-0.8, 0.8, -0.5], [-0.4, 0.3, -0.2], [-0.4, -0.2, 0.1], [0.6, 0.0, 0.2], [0.5, -2.2, -0.1], [-0.4, 1.9, 0.2], [0.4, -0.2, 0.1], [-0.8, 0.7, -0.2], [0.6, -0.3, -0.5], [0.6, -0.2, 0.3], [-1.6, -0.4, -0.6], [0.8, 1.2, 0.0], [0.6, -0.5, 0.7], [1.1, -0.2, 0.7], [-1.1, 1.1, -0.7], [0.1, -0.3, 0.1], [0.2, -1.0, -0.6], [0.1, 0.6, 0.4], [-0.2, 0.2, 0.0], [-0.3, -0.8, 0.9], [0.2, 0.2, 0.1], [-0.1, 0.5, -0.9], [-0.7, 0.0, 0.7], [0.6, 0.8, -1.0], [-0.3, -0.9, 0.3], [0.6, -0.4, -2.1], [-1.3, 0.5, 0.9], [1.2, 0.2, 1.8], [0.7, 0.3, -0.9], [-0.2, 0.0, 0.7], [-0.5, -0.3, 0.1], [-0.7, 0.8, 0.0], [-0.5, -1.8, 0.3], [1.2, 0.9, -0.3], [-0.5, 0.8, -0.5], [1.0, -0.3, 1.3], [-0.6, -0.6, -0.7]],
  "s2": 8.75,
  "homo_lumo_gap_ev": [7.58, 7.17],
  "total_charge": 1,
  "homo_energy_ev": [-12.2, -12.2],
  "spin_multiplicity": 6
}

=====

(3)
{
  "formula": "C4H12O",
  "method": "ωB97M-V/def2-TZVPD",
  "elements": ["C", "C", "C", "C", "H", "H", "H", "H", "H", "H", "H", "H", "H", "H", "H", "H", "O"],
  "positions_angstrom": [[1.3859, -1.0780, -0.3926], [0.6499, 0.2015, -0.6890], [0.4424, 0.7218, 0.7519], [-0.6862, 1.8236, 0.6985], [2.4523, -0.9852, -0.3132], [1.1189, -1.8540, -1.1509], [0.9427, -1.5720, 0.5954], [-0.2692, 0.0910, -1.2632], [1.2144, 0.9220, -1.2309], [1.3212, 1.1829, 1.1861], [0.0090, -0.0422, 1.3471], [-0.8079, 2.4500, -0.1295], [-0.4930, 2.4498, 1.6902], [-1.6720, 1.2529, 0.9709], [-1.0693, -1.9574, -0.7793], [-2.5552, -1.8119, -0.9974], [-1.9840, -1.7947, -0.2942]],
  "forces_ev_per_a": [[-1.4, -1.9, 2.0], [-0.6, 0.7, -2.0], [0.3, 1.0, 1.4], [-2.9, -1.3, 3.1], [0.4, 0.3, 0.3], [-0.1, 0.6, 0.1], [1.2, 0.5, -1.8], [-0.1, -0.3, 0.4], [0.7, 0.6, -0.3], [0.5, -0.6, -0.1], [-0.1, -0.5, 0.9], [0.1, 0.8, -1.2], [0.4, -1.1, -1.7], [1.7, 1.2, -1.1], [-3.0, 0.2, 1.6], [-2.7, -0.1, -2.7], [5.6, -0.2, 1.0]],
  "s2": 0.75,
  "homo_lumo_gap_ev": [12.53, 5.30],
  "total_charge": 1,
  "homo_energy_ev": [-15.5, -15.5],
  "spin_multiplicity": 2
}

=====

(4)
{
  "formula": "C16H39F3N3O5Ti",
  "method": "ωB97M-V/def2-TZVPD",
  "elements": ["Ti", "C", "O", "O", "C", "F", "F", "F", "C", "C", "H", "H", "H", "H", "H", "H", "C", "C", "C", "O", "C", "N", "H", "H", "H", "H", "H", "H", "H", "H", "H", "H", "H", "C", "C", "C", "O", "C", "N", "H", "H", "H", "H", "H", "H", "H", "H", "H", "H", "H", "C", "C", "C", "O", "C", "N", "H", "H", "H", "H", "H", "H", "H", "H", "H", "H", "H"],
  "positions_angstrom": [[-0.2756, -0.3618, 0.2098], [0.6553, -0.3328, 3.6446], [-0.0845, 0.1372, 4.8478], [-0.2959, -0.1942, 2.5882], [2.1050, 0.2416, 3.3808], [2.8936, 0.1863, 4.4544], [2.7498, -0.4008, 2.3261], [2.0783, 1.5285, 2.9471], [0.4770, -0.2352, 6.1319], [-0.4989, 0.1646, 7.1960], [-1.5099, -0.1771, 6.9742], [-0.1850, -0.3496, 8.1044], [-0.5711, 1.2169, 7.4711], [1.4040, 0.3004, 6.3366], [0.6938, -1.3028, 6.1688], [0.7979, -1.4024, 3.7984], [-2.5466, -1.8113, -1.7194], [-3.4111, -0.5751, -1.4304], [-4.8551, -0.9726, -1.4472], [-5.2283, -1.7009, -2.6580], [-6.5289, -2.1925, -2.5972], [-3.0562, -0.0715, -0.1314], [-2.5767, -2.4470, -0.8345], [-1.5117, -1.5186, -1.8968], [-2.7980, -2.2500, -2.6850], [-3.2151, 0.1625, -2.2086], [-5.5349, -0.1210, -1.4755], [-5.0583, -1.6364, -0.6069], [-7.1989, -1.3362, -2.6736], [-6.8070, -2.6979, -1.6723], [-6.7889, -2.8383, -3.4359], [-3.3433, -0.7400, 0.5692], [-3.6730, 0.6684, 0.1723], [0.2249, 2.4740, 0.4290], [-0.0897, 2.4380, -1.0283], [1.2211, 2.7464, -1.8013], [1.0673, 2.9784, -3.2461], [2.2954, 3.1794, -3.9594], [-0.6862, 1.1884, -1.3763], [1.0879, 1.8428, 0.6413], [-0.6351, 2.1814, 1.0314], [0.3518, 3.4698, 0.8536], [-0.8539, 3.1824, -1.2522], [1.9608, 1.9651, -1.6264], [1.6340, 3.6834, -1.4278], [2.9705, 3.8706, -3.4549], [2.0968, 3.5702, -4.9574], [2.7938, 2.2101, -3.9697], [-1.6661, 1.1963, -1.1318], [-0.7230, 1.2335, -2.3846], [1.5931, -1.0475, -3.0397], [2.2446, -1.6784, -1.7267], [3.3443, -0.8034, -1.0812], [4.1243, -1.5481, -0.1522], [5.2728, -0.8045, 0.2451], [1.1062, -1.9825, -0.8179], [0.6626, -1.4473, -3.4427], [2.3943, -1.0830, -3.7778], [1.3641, -0.0445, -2.6795], [2.6233, -2.6810, -1.9256], [2.9272, 0.0114, -0.4895], [3.9332, -0.3745, -1.8920], [5.9696, -0.8532, -0.5917], [5.9517, -1.1944, 1.0035], [5.0379, 0.2503, 0.3876], [0.6343, -2.7513, -1.2722], [1.4646, -2.3187, 0.0644]],
  "forces_ev_per_a": [[0.1, -0.9, 1.6], [-3.5, -0.5, -1.5], [2.2, -0.1, -0.4], [2.7, 0.2, 0.4], [-1.1, 0.9, -1.5], [0.2, -0.2, -0.1], [-0.7, -0.1, 1.4], [-0.1, -0.1, 0.6], [-0.2, 1.0, -1.0], [-0.6, -0.5, 0.8], [0.0, -0.1, -0.1], [-0.1, 0.0, 0.2], [0.3, 0.1, -0.5], [0.2, 0.0, -0.2], [-0.1, -0.2, -0.1], [0.5, -0.4, 0.3], [0.3, 0.8, -0.4], [0.3, -1.2, -1.0], [-1.6, -0.8, -1.8], [1.5, -0.2, 0.6], [-1.1, 0.8, -0.1], [0.0, 0.6, 1.2], [-0.1, -0.5, -0.4], [0.3, 0.3, 0.4], [-0.6, -0.5, 0.4], [-0.1, 0.2, 0.0], [0.0, 0.4, 0.7], [-0.1, 0.1, 0.3], [-0.5, 0.2, 0.0], [0.4, -0.2, 0.2], [0.6, -0.1, 0.0], [0.6, -0.8, 0.2], [-0.1, 0.9, -0.4], [-0.3, 0.5, 1.0], [0.6, 2.0, -0.5], [-0.2, 0.7, -1.3], [-0.6, -0.2, 0.8], [-0.3, -0.6, 1.1], [-0.1, -1.0, -1.2], [0.0, 0.0, 0.4], [-0.1, -0.7, 0.0], [0.6, 0.3, -0.4], [0.4, 0.7, -0.1], [0.0, -0.3, 0.0], [0.0, 0.0, 0.4], [-0.1, 0.3, 0.2], [-0.2, -0.3, 0.1], [0.3, -0.1, -0.5], [-0.2, 0.2, 0.4], [0.2, -0.7, -0.6], [1.7, 0.2, 1.8], [-1.3, -0.6, -0.5], [-0.6, -0.5, 0.2], [0.2, -0.4, 0.2], [0.7, 0.2, -1.6], [0.2, 1.0, 0.3], [0.2, -0.6, 0.4], [-0.3, 0.4, -0.3], [0.0, 0.3, -0.6], [0.9, 0.2, -0.5], [-0.6, 0.4, -0.3], [0.4, 0.0, -0.1], [0.1, 0.4, -0.6], [-1.2, -0.5, 0.7], [-0.1, 0.0, 0.5], [-0.4, -0.2, 0.3], [0.2, -0.3, 0.3]],
  "s2": 3.75,
  "homo_lumo_gap_ev": [4.63, 8.02],
  "homo_energy_ev": [-4.2, -7.7],
  "spin_multiplicity": 4
}

=====

(5)
{
  "formula": "C4H11PS3",
  "method": "ωB97M-V/def2-TZVPD",
  "elements": ["C", "C", "C", "C", "P", "S", "S", "S", "H", "H", "H", "H", "H", "H", "H", "H", "H", "H", "H"],
  "positions_angstrom": [[-0.4680, -0.2949, 1.4377], [-0.5494, 1.3860, -0.4681], [-0.8728, -0.9370, -0.9678], [-0.1283, -0.0096, -0.0319], [1.7248, 0.1514, 0.0198], [2.2461, 1.6434, 1.1415], [2.5966, -1.8314, 0.8692], [2.4599, 0.3384, -1.8836], [-0.7284, 0.4195, 2.0859], [-1.2378, -1.1514, 1.5253], [0.4525, -0.7260, 1.8278], [-0.3900, 1.7303, -1.5517], [-0.1289, 2.2160, 0.1469], [-1.7241, 1.4823, -0.2664], [-0.9314, -0.4599, -1.9949], [-0.3649, -1.9468, -0.8535], [-1.8147, -0.9212, -0.5182], [2.8899, -2.1360, -0.4097], [2.1802, -0.9509, -2.1939]],
  "forces_ev_per_a": [[0.5, -5.0, -1.9], [-2.7, 2.8, 0.1], [2.8, -0.6, -0.8], [0.0, 1.8, -0.1], [0.5, -1.0, 1.5], [0.2, -0.3, -0.2], [-0.8, 1.6, -1.4], [0.2, -0.5, -0.6], [-1.0, 3.3, 1.8], [1.1, 1.3, -0.3], [-0.2, -0.3, 0.7], [-0.1, -1.1, 1.4], [-0.2, -0.8, -0.3], [2.3, -0.3, -0.6], [0.3, -1.2, 1.0], [-1.1, 0.8, -0.8], [-1.8, -0.5, 0.2], [0.1, -0.3, 0.3], [0.0, 0.3, -0.2]],
  "homo_lumo_gap_ev": 8.69,
  "smiles": "CC(C)(C)P(=S)(S)S",
  "homo_energy_ev": -8.8,
  "spin_multiplicity": 1
}

=====

(6)
{
  "formula": "C3H8N2OS",
  "method": "ωB97M-V/def2-TZVPD",
  "elements": ["N", "C", "C", "S", "C", "N", "O", "H", "H", "H", "H", "H", "H", "H", "H"],
  "positions_angstrom": [[0.3291, 0.7719, 1.6500], [0.2827, -0.0744, 0.4175], [-0.7452, 0.5060, -0.5463], [-2.4862, 0.0944, 0.0914], [1.6898, -0.3668, -0.2328], [1.5690, -1.5469, -1.1212], [2.4561, 0.5956, -0.4845], [0.5430, 0.1903, 2.4523], [-2.9716, 1.2935, 0.4510], [-0.5968, 1.1266, 1.8523], [-0.0791, -1.0214, 0.8399], [-0.6435, -0.0020, -1.4957], [-0.5882, 1.5772, -0.6408], [0.7873, -2.0974, -0.7846], [1.2126, -1.1822, -2.0271]],
  "forces_ev_per_a": [[0.3, 0.4, -0.4], [0.3, -0.3, 1.6], [-0.1, -0.4, 1.0], [0.4, 0.2, -0.5], [-1.2, 0.0, 1.0], [0.0, 0.9, -0.3], [0.2, -0.1, -0.7], [0.3, -0.1, -0.2], [0.2, 0.1, -0.1], [-0.2, 0.0, -0.2], [-0.2, -0.4, -0.9], [-0.2, 0.1, -0.4], [-0.2, 0.0, -0.1], [0.0, -0.2, 0.2], [0.3, -0.2, -0.2]],
  "s2": 0.75,
  "homo_lumo_gap_ev": [3.06, 6.77],
  "total_charge": -1,
  "homo_energy_ev": [0.0, -3.8],
  "spin_multiplicity": 2
}

=====

Calculated values (kJ/mol) of relative energy (zero: lowest compared OMol25 entry of this formula, charge and spin) for the records, taken in order: 327.6, 221.0, 88.6, 297.8, 5.0, 77.4.
Calculated values (eV Å⁻¹) of strongest force on any atom for the records, taken in order: 4.918, 3.344, 5.685, 3.810, 5.337, 1.680.